#P
Molecular formula: C5H6OS
Method: DFT, the ωB97M-V functional and the def2-TZVPD basis

HOMO energy: -9.2 eV
Gap between HOMO and LUMO: 9.2 eV
LUMO level: 0.0 eV

ORCA input file:
```
! wB97M-V def2-TZVPD RIJCOSX def2/J DEFGRID3
* xyz 0 1
C -2.08602 0.02114 -1.65685
C -1.73826 -0.32796 -0.58873
C 0.16948 0.49057 0.80314
C 1.74725 0.04119 0.47015
C -1.13038 -0.46328 0.69712
O -1.58542 -1.21095 1.51668
S 2.03934 0.10330 -1.20515
H -2.60743 0.05047 -2.58034
H -0.18678 1.31237 0.23393
H 0.22307 0.54437 1.88387
H 1.83492 -0.93838 0.90253
H 2.41903 0.84094 1.07416
H 0.90119 -0.46377 -1.55054
*
```

***

#Q
Molecular formula: C5H6OS
Method: DFT, the ωB97M-V functional and the def2-TZVPD basis

HOMO energy: -9.2 eV
Gap between HOMO and LUMO: 10.1 eV
LUMO level: 1.0 eV

ORCA input file:
```
! wB97M-V def2-TZVPD RIJCOSX def2/J DEFGRID3
* xyz 0 1
C -0.88639 -0.01926 -0.47033
C 0.12567 1.09301 0.01566
C 0.00485 -0.77476 0.54764
C 1.35272 -0.75851 -0.14768
C 1.45067 0.50083 -0.51440
H -2.56602 -0.07058 1.20027
H -0.81375 -0.34274 -1.48758
H -0.11354 2.15474 -0.06120
H -0.29833 -1.64676 1.14662
H 1.96686 -1.61724 -0.42125
H 2.35014 0.94821 -1.03942
O 0.06117 0.50690 1.36684
S -2.63404 0.02617 -0.13517
*
```

***

Pick #Q: it beats the second-best structure by 15.1 kcal/mol.

***

#P
Molecular formula: C5H10NO2
Method: DFT, the ωB97M-V functional and the def2-TZVPD basis

HOMO energy: -2.8 eV
Gap between HOMO and LUMO: 6.5 eV
LUMO level: 3.7 eV

ORCA input file:
```
! wB97M-V def2-TZVPD RIJCOSX def2/J DEFGRID3
* xyz -1 1
O -1.53043 -1.18021 -0.34845
C -0.91463 -0.27981 0.23287
N -1.12381 1.02026 0.06790
C -2.25142 1.67288 -0.76268
O -2.05578 2.97949 -0.78245
C 0.22341 -0.68074 1.18215
C 1.60296 -0.38087 0.56759
C 1.86932 -1.22664 -0.68712
H -0.46834 1.71532 0.39102
H -2.17638 1.17357 -1.74178
H -3.18009 1.34433 -0.25246
H 0.15353 -0.17689 2.14257
H 0.11612 -1.75793 1.32095
H 2.35924 -0.63719 1.31641
H 1.64048 0.67347 0.31721
H 1.09923 -1.04431 -1.43853
H 2.81990 -0.94223 -1.14068
H 1.81669 -2.27250 -0.38450
*
```

***

#Q
Molecular formula: C5H10NO2
Method: DFT, the ωB97M-V functional and the def2-TZVPD basis

HOMO energy: -2.5 eV
Gap between HOMO and LUMO: 4.9 eV
LUMO level: 2.4 eV

ORCA input file:
```
! wB97M-V def2-TZVPD RIJCOSX def2/J DEFGRID3
* xyz -1 1
O 0.85904 2.60063 1.26120
C -0.01173 1.83877 1.55934
C -0.05352 0.36336 1.11037
C 0.79071 0.09524 -0.13479
C 0.31893 -1.19110 -0.86481
C -0.55940 -0.93552 -2.11331
O -0.96264 -2.08739 -2.65374
N 0.07364 -0.36059 2.19731
H -0.85892 2.10002 2.22955
H -2.09703 0.40608 0.48399
H 1.76431 -0.10715 0.29372
H 0.63425 0.92455 -0.82338
H -0.30832 -1.86073 -0.26287
H 1.14936 -1.81700 -1.19940
H -0.02833 -0.22402 -2.83029
H -1.45076 -0.32519 -1.76561
H -0.38784 -1.26349 2.10712
H -1.33322 0.21017 0.77490
*
```

***

#R
Molecular formula: C5H10NO2
Method: DFT, the ωB97M-V functional and the def2-TZVPD basis

HOMO energy: -3.6 eV
Gap between HOMO and LUMO: 7.7 eV
LUMO level: 4.1 eV

ORCA input file:
```
! wB97M-V def2-TZVPD RIJCOSX def2/J DEFGRID3
* xyz -1 1
C -0.29248 0.36599 -1.64650
N 0.55417 0.51796 -0.42973
C 1.82498 -0.15264 -0.58240
C -1.17910 1.00427 1.25685
C -0.08509 0.02465 0.80612
C -0.65823 -1.43592 0.84753
O -1.50642 -1.76484 -0.01765
O -0.24200 -2.11671 1.80730
H 0.39419 0.15663 -2.47889
H -0.71670 1.33654 -1.83702
H -0.95372 -0.48328 -1.58182
H 2.38872 0.24513 -1.42264
H 1.77956 -1.24376 -0.75378
H 2.41395 -0.06611 0.33481
H -2.07792 0.75754 0.69328
H -1.44579 0.83653 2.29997
H -0.85357 2.03412 1.10660
H 0.65543 -0.01611 1.59796
*
```

***

#S
Molecular formula: C5H10NO2
Method: DFT, the ωB97M-V functional and the def2-TZVPD basis

HOMO energy: -3.9 eV
Gap between HOMO and LUMO: 7.5 eV
LUMO level: 3.5 eV

ORCA input file:
```
! wB97M-V def2-TZVPD RIJCOSX def2/J DEFGRID3
* xyz -1 1
C 0.30219 0.24383 0.58685
C -0.03796 -0.27796 -0.83697
C -0.50184 -1.76378 -0.93071
C 1.10159 0.37040 -1.76942
N -0.90471 0.50287 1.37620
C -0.70822 1.54428 2.53521
O 0.22585 2.28933 2.47536
O -1.72351 1.46266 3.18729
H 0.97659 1.12759 0.33592
H 0.84400 -0.61921 1.14945
H -0.95479 0.19420 -1.20017
H 0.25956 -2.45017 -0.64893
H -0.76198 -1.91277 -1.92154
H -1.28129 -1.91170 -0.14723
H 1.16081 0.03592 -2.76708
H 2.17681 0.11182 -1.41090
H 1.20487 1.41094 -1.77264
H -1.37796 -0.35823 1.75932
*
```

***

Pick #R: it beats the second-best structure by 7.9 kcal/mol.

***

#P
Molecular formula: C5H10NO2
Method: DFT, the ωB97M-V functional and the def2-TZVPD basis

HOMO energy: -3.9 eV
Gap between HOMO and LUMO: 7.4 eV
LUMO level: 3.5 eV

ORCA input file:
```
! wB97M-V def2-TZVPD RIJCOSX def2/J DEFGRID3
* xyz -1 1
C 0.36443 -0.40094 -0.52042
C -0.08400 0.55691 0.59265
C -1.30457 1.37631 0.15088
C 1.01134 1.48548 1.09949
N -0.28562 -1.66859 -0.39211
C 0.05223 -2.71098 -1.31609
O 0.49572 -2.30390 -2.41876
O -0.13598 -3.87366 -0.91258
H 1.46568 -0.44818 -0.51550
H 0.07476 0.03520 -1.48312
H -0.40636 -0.00189 1.47800
H -0.99661 2.04474 -0.66525
H -1.72396 1.98532 0.95480
H -2.04888 0.71204 -0.26855
H 0.60828 2.24540 1.77411
H 1.51953 2.03599 0.28949
H 1.80287 0.90701 1.59135
H -0.40886 -1.97627 0.56160
*
```

***

#Q
Molecular formula: C5H10NO2
Method: DFT, the ωB97M-V functional and the def2-TZVPD basis

HOMO energy: -3.4 eV
Gap between HOMO and LUMO: 7.5 eV
LUMO level: 4.1 eV

ORCA input file:
```
! wB97M-V def2-TZVPD RIJCOSX def2/J DEFGRID3
* xyz -1 1
C -0.56435 -0.79898 1.57429
O -1.76728 -0.82505 0.86568
C 0.76819 -1.15677 0.83818
C 1.62222 0.09079 0.53098
C 0.68168 1.18046 0.05296
C -0.01471 0.73885 -1.18726
N -1.05177 -0.04349 -0.95906
O 0.38270 1.04943 -2.33779
H -0.63881 -1.51814 2.39256
H -0.49209 0.18130 2.12406
H 0.51123 -1.62787 -0.10777
H 1.20550 -1.99054 1.42252
H 2.19870 0.40658 1.41149
H 2.37922 -0.15757 -0.22445
H 1.19619 2.14710 -0.05848
H -0.09058 1.54005 0.74792
H -1.49898 -0.50410 -1.74056
H -1.46104 -0.32681 0.13886
*
```

***

Pick #P: it beats the second-best structure by 65.6 kcal/mol.

***

#P
Molecular formula: C2H6O3
Method: DFT, the ωB97M-V functional and the def2-TZVPD basis

HOMO energy: -6.9 eV
Gap between HOMO and LUMO: 7.6 eV
LUMO level: 0.7 eV

ORCA input file:
```
! wB97M-V def2-TZVPD RIJCOSX def2/J DEFGRID3
* xyz 0 1
C -1.21806 -0.28966 0.64696
C 1.06406 -0.44909 -0.01226
O -1.98962 -0.17389 -0.47717
O 1.62712 -0.82937 1.16901
O 1.11526 0.87690 -0.31633
H -1.27393 -1.17716 1.35767
H -1.10704 0.65153 1.16594
H 1.29677 -1.23371 -0.84174
H -2.18088 -1.01274 -0.93653
H 2.26380 -0.18634 1.55330
H 1.73482 1.26418 -0.99486
*
```

***

#Q
Molecular formula: C2H6O3
Method: DFT, the ωB97M-V functional and the def2-TZVPD basis

HOMO energy: -10.0 eV
Gap between HOMO and LUMO: 10.9 eV
LUMO level: 0.9 eV

ORCA input file:
```
! wB97M-V def2-TZVPD RIJCOSX def2/J DEFGRID3
* xyz 0 1
C -0.68652 0.12718 -0.62625
C -0.62855 1.01072 0.57234
O 0.90180 -1.15162 -0.60915
O 1.69249 -0.87801 0.55313
O -1.33827 -0.97205 -0.62050
H 2.58461 -0.88985 0.17713
H -0.17121 -1.59301 -0.44428
H -0.47801 0.61565 -1.58866
H -1.45921 1.72537 0.51521
H -0.71858 0.42666 1.48533
H 0.30145 1.57897 0.58571
*
```

***

Pick #P: it beats the second-best structure by 20.6 kcal/mol.